# 1
Below is the molecule C4H7NO2, with properties calculated with the ωB97M-V functional and the def2-TZVPD basis.

Atoms and positions in Å:
O  0.301  -1.078  1.536
C  0.602  0.106  0.872
C  1.276  -0.162  -0.441
O  0.283  -0.842  -1.269
C  -1.040  -0.666  -1.014
N  -1.632  0.211  -0.320
C  -0.765  1.110  0.347
H  -0.028  -1.715  0.877
H  0.609  0.984  1.456
H  1.568  0.775  -0.907
H  2.131  -0.857  -0.478
H  -1.628  -1.443  -1.484
H  -0.352  1.908  -0.309
H  -1.327  1.668  1.134

## Properties
**HOMO level**: -8.88 eV
**Relative energy (zero: lowest compared OMol25 entry of this formula, charge and spin)**: 3.3984 eV
**Strongest force on any atom**: 3.3 eV Å⁻¹

# 2
Below is the molecule C7H11N, with properties calculated with the ωB97M-V functional and the def2-TZVPD basis.

Atoms and positions in Å:
C  1.388  -1.408  0.066
C  1.016  -0.053  -0.577
C  -0.280  0.204  -0.260
C  -0.656  -0.862  0.750
C  1.605  0.493  -1.797
C  -1.128  1.392  -0.479
C  -1.122  -0.463  2.164
N  0.509  -1.750  0.889
H  2.222  -1.978  -0.217
H  -1.483  -1.610  0.341
H  2.608  1.036  -1.655
H  0.958  1.344  -2.144
H  1.755  -0.366  -2.528
H  -0.993  1.524  -1.527
H  -0.706  2.299  0.042
H  -2.132  1.179  -0.226
H  -1.614  0.534  1.964
H  -0.148  -0.328  2.682
H  -1.799  -1.189  2.512

## Properties
**Expectation value of S²**: 2.02
**HOMO level (alpha / beta)**: -5.23 / -9.34 eV
**Relative energy (zero: lowest compared OMol25 entry of this formula, charge and spin)**: 0.5835 eV
**2S+1**: 3
**Strongest force on any atom**: 7.9 eV Å⁻¹

# 3
Below is a cluster of 2 separate species, C2H8N2O in total, with properties calculated with the ωB97M-V functional and the def2-TZVPD basis.

Atoms and positions in Å:
C  -1.947  -0.488  -0.196
O  -1.988  0.747  0.526
H  -2.461  -1.257  0.375
H  -0.911  -0.814  -0.289
H  -2.350  -0.298  -1.183
N  1.159  -0.068  1.256
C  1.642  -0.151  0.085
N  1.590  0.891  -0.785
H  -1.094  0.875  0.891
H  1.584  -0.688  1.929
H  2.163  -1.051  -0.252
H  0.933  1.629  -0.588
H  1.679  0.674  -1.769

## Properties
**HOMO level**: -9.65 eV
**Relative energy (zero: lowest compared OMol25 entry of this formula, charge and spin)**: 1.6143 eV
**Strongest force on any atom**: 1.1 eV Å⁻¹

# 4
Below is a cluster of 2 separate species, C9H23BrN4OP in total, with properties calculated with the ωB97M-V functional and the def2-TZVPD basis.

Atoms and positions in Å:
C  -4.625  -3.765  3.929
C  -4.362  -2.629  3.544
C  -4.104  -1.346  2.665
N  -2.646  -0.932  2.781
Br  -2.093  -1.065  4.587
H  -4.729  -4.881  4.069
H  -4.294  -1.570  1.564
H  -4.725  -0.481  3.035
H  -2.071  -1.535  2.162
H  -2.538  0.059  2.496
O  -0.531  0.730  0.458
P  0.464  1.021  -0.679
N  0.007  -0.362  -1.586
C  0.865  -1.242  -2.356
C  -1.255  -0.184  -2.307
N  1.833  0.708  0.335
C  2.123  -0.652  0.775
C  1.876  1.593  1.504
N  1.589  1.488  -1.992
C  3.030  1.270  -1.977
C  1.330  2.880  -2.401
H  1.178  -0.801  -3.310
H  0.341  -2.176  -2.584
H  1.757  -1.546  -1.812
H  -1.111  0.414  -3.216
H  -1.992  0.330  -1.684
H  -1.697  -1.144  -2.583
H  1.227  -1.181  1.119
H  2.851  -0.662  1.589
H  2.591  -1.229  -0.021
H  1.186  1.272  2.292
H  1.611  2.617  1.220
H  2.888  1.633  1.918
H  3.543  1.879  -1.226
H  3.452  1.526  -2.955
H  3.286  0.223  -1.815
H  1.664  3.588  -1.637
H  0.256  3.033  -2.559
H  1.825  3.118  -3.346

## Properties
**HOMO level**: -10.68 eV
**Strongest force on any atom**: 7.7 eV Å⁻¹
**Total charge**: +1

# 5
Below is a structure of composition C36H43Cl2N2OP3SZr, with properties calculated with the ωB97M-V functional and the def2-TZVPD basis.

Atoms and positions in Å:
P  1.168  0.865  -2.148
C  2.889  0.968  -2.702
C  3.325  0.295  -3.858
H  2.707  -0.491  -4.295
C  4.536  0.644  -4.460
H  4.827  0.166  -5.398
C  5.359  1.610  -3.871
H  6.289  1.903  -4.361
C  4.978  2.202  -2.661
H  5.627  2.937  -2.186
C  3.757  1.871  -2.067
H  3.461  2.326  -1.123
C  0.452  -0.510  -3.075
C  0.783  -1.828  -2.708
H  1.319  -2.013  -1.775
C  0.448  -2.893  -3.546
H  0.725  -3.907  -3.259
C  -0.216  -2.660  -4.752
H  -0.442  -3.489  -5.426
C  -0.582  -1.359  -5.102
H  -1.100  -1.166  -6.042
C  -0.270  -0.288  -4.263
H  -0.568  0.726  -4.535
C  0.401  2.385  -2.755
C  0.976  3.090  -3.829
H  1.989  2.851  -4.159
C  0.252  4.090  -4.477
H  0.687  4.586  -5.344
C  -1.021  4.445  -4.024
H  -1.603  5.196  -4.560
C  -1.535  3.835  -2.875
H  -2.502  4.139  -2.483
C  -0.823  2.821  -2.229
H  -1.211  2.367  -1.317
Zr  0.558  -0.428  3.001
C  -1.443  -1.129  2.419
C  -1.843  -1.295  1.145
H  -2.102  -1.450  3.232
C  -0.956  -0.788  0.006
O  -1.828  0.007  -0.828
H  -1.430  0.083  -1.719
C  0.277  -0.011  0.403
H  -0.586  -1.671  -0.551
C  1.063  0.705  -0.403
Cl  0.106  -1.479  5.149
Cl  2.770  0.492  2.665
P  1.723  -2.799  2.606
C  2.755  -3.327  4.015
H  2.124  -3.610  4.865
H  3.398  -2.495  4.323
H  3.382  -4.178  3.718
C  0.632  -4.241  2.376
H  -0.030  -4.073  1.518
H  0.007  -4.380  3.266
H  1.226  -5.149  2.203
C  2.884  -2.936  1.217
H  3.625  -2.132  1.289
H  2.346  -2.817  0.269
H  3.383  -3.913  1.240
P  -3.459  -2.105  0.821
C  -3.949  -2.969  2.324
C  -3.286  -3.290  -0.512
H  -3.887  -2.297  3.189
H  -3.297  -3.838  2.498
H  -4.988  -3.314  2.228
H  -2.785  -2.825  -1.370
H  -4.279  -3.645  -0.818
H  -2.694  -4.148  -0.168
C  -4.660  -0.821  0.464
H  -4.966  -0.331  1.398
H  -5.543  -1.253  -0.023
H  -4.189  -0.083  -0.196
H  1.849  1.292  0.110
N  1.226  1.175  6.100
C  0.384  1.913  5.341
N  -0.076  1.541  4.136
C  -0.957  2.511  3.607
C  -1.617  2.447  2.371
C  -2.512  3.477  2.041
C  -2.707  4.561  2.912
C  -2.007  4.642  4.125
C  -1.140  3.609  4.464
S  -0.164  3.467  5.921
H  1.456  1.568  7.008
H  1.125  0.151  6.018
H  -1.423  1.606  1.702
H  -3.054  3.431  1.095
H  -3.404  5.354  2.643
H  -2.114  5.476  4.816

## Properties
**HOMO level**: -12.88 eV
**Strongest force on any atom**: 2.7 eV Å⁻¹
**Total charge**: +2

# 6
Below is the molecule C6H10O, with properties calculated with the ωB97M-V functional and the def2-TZVPD basis.

Atoms and positions in Å:
O  2.114  -1.046  2.100
C  2.374  -0.869  0.929
C  1.482  -0.151  -0.073
C  0.319  0.614  0.555
C  -0.781  0.739  -0.476
C  -1.522  -0.521  -0.906
C  -2.231  0.528  -0.149
H  3.312  -1.285  0.500
H  2.079  0.478  -0.751
H  1.092  -0.936  -0.719
H  0.650  1.595  0.936
H  -0.025  0.049  1.431
H  -0.555  1.451  -1.274
H  -1.652  -0.673  -1.973
H  -1.241  -1.427  -0.367
H  -2.952  1.158  -0.650
H  -2.463  0.295  0.885

## Properties
**HOMO level**: -9.68 eV
**Relative energy (zero: lowest compared OMol25 entry of this formula, charge and spin)**: 0.8177 eV
**Strongest force on any atom**: 1.2 eV Å⁻¹

# 7
Below is a structure of composition C14H33CuN6O8, with properties calculated with the ωB97M-V functional and the def2-TZVPD basis.

Atoms and positions in Å:
Cu  11.117  -18.125  -17.796
N  12.721  -15.553  -19.370
O  12.228  -14.587  -19.855
O  11.920  -16.249  -18.704
O  13.885  -15.755  -19.347
C  9.945  -18.877  -21.641
C  11.252  -18.697  -20.988
O  11.358  -19.004  -19.769
N  12.263  -18.303  -21.772
C  13.662  -18.380  -21.415
H  9.170  -18.645  -20.910
H  9.853  -19.963  -21.649
H  9.977  -18.340  -22.589
H  12.021  -17.991  -22.701
H  13.749  -17.790  -20.502
H  14.261  -18.111  -22.285
H  13.959  -19.395  -21.153
C  6.754  -18.115  -18.613
C  7.958  -17.279  -18.609
O  9.130  -17.765  -18.612
N  7.703  -16.000  -18.424
C  8.693  -14.915  -18.150
H  5.963  -17.654  -19.205
H  6.375  -18.124  -17.591
H  6.934  -19.136  -18.950
H  6.763  -15.724  -18.179
H  8.699  -14.361  -19.088
H  9.604  -15.159  -17.604
H  8.210  -14.204  -17.479
C  13.424  -20.832  -15.571
C  13.754  -19.506  -16.363
O  12.986  -19.059  -17.148
N  15.012  -19.055  -16.321
C  15.482  -17.951  -17.160
H  14.267  -21.319  -15.080
H  13.000  -21.620  -16.194
H  12.770  -20.736  -14.705
H  15.652  -19.280  -15.573
H  15.797  -18.211  -18.170
H  16.389  -17.645  -16.637
H  14.851  -17.063  -17.130
C  8.588  -20.419  -15.385
C  9.506  -20.856  -16.531
O  10.269  -20.050  -17.088
N  9.401  -22.109  -16.860
C  10.133  -22.734  -17.903
H  8.173  -19.487  -15.771
H  9.207  -20.115  -14.541
H  7.776  -21.098  -15.127
H  8.484  -22.502  -16.700
H  9.492  -22.937  -18.761
H  10.475  -23.718  -17.583
H  10.971  -22.080  -18.143
O  11.089  -17.059  -15.789
C  11.048  -16.029  -15.111
N  9.916  -15.708  -14.473
C  12.199  -15.087  -15.019
H  9.312  -16.460  -14.177
H  9.595  -14.768  -14.291
H  13.158  -15.588  -15.151
H  12.333  -14.601  -14.052
H  12.131  -14.165  -15.597

## Properties
**Expectation value of S²**: 0.75
**HOMO level (alpha / beta)**: -10.84 / -10.66 eV
**Relative energy (zero: lowest compared OMol25 entry of this formula, charge and spin)**: 2.2154 eV
**2S+1**: 2
**Strongest force on any atom**: 4.7 eV Å⁻¹
**Total charge**: +1

# 8
Below is the molecule C4H4N2O, with properties calculated with the ωB97M-V functional and the def2-TZVPD basis.

Atoms and positions in Å:
O  1.923  1.465  -1.393
C  1.156  0.936  -0.646
C  -0.241  0.336  -0.800
C  -0.056  -1.053  -0.774
N  -0.333  -1.589  0.444
C  -0.741  -0.560  1.170
N  -0.828  0.566  0.449
H  1.409  0.704  0.424
H  0.369  -1.658  -1.567
H  -0.924  -0.579  2.236
H  -1.033  1.493  0.790

## Properties
**HOMO level**: -9.32 eV
**Relative energy (zero: lowest compared OMol25 entry of this formula, charge and spin)**: 2.2266 eV
**Strongest force on any atom**: 0.8 eV Å⁻¹

Which formula does entry 2 have? C7H11N

The highest strongest force on any atom belongs to which entry? C7H11N

Number 2 is which compound? C7H11N

Among the records above, which one has the highest strongest force on any atom? C7H11N